# 1
38
Properties=species:S:1:pos:R:3:forces:R:3 method="wB97M-V/def2-TZVPD" total_energy_ev=-31275.0392 smiles="COC(=O)C(C)(C)C(=O)C(C)(C)[P@@](C)(=O)OC" charge=0
C 1.1063 1.6462 -2.9449 -0.1 0.2 -0.6
O 0.5546 0.4627 -2.2933 0.0 0.8 -0.2
C -0.7937 0.4235 -2.2702 -1.8 0.9 -0.3
O -1.5452 1.2116 -2.8147 1.4 -0.4 0.1
C -1.3510 -0.7164 -1.4392 0.5 -0.5 -0.2
C -1.1525 -2.0167 -2.2330 1.3 -0.5 0.0
C -2.8542 -0.6523 -1.1805 -0.4 1.8 -0.2
C -0.5901 -0.7599 -0.0995 -0.9 -3.0 1.1
O -0.2818 -1.8950 0.2904 0.0 1.7 -0.4
C -0.4133 0.3476 0.9439 -0.3 0.7 -0.7
C -1.4066 0.1565 2.0966 -1.1 0.2 0.3
C -0.6439 1.8288 0.4591 1.2 -0.3 0.0
P 1.3346 0.1552 1.5219 1.2 1.6 1.0
C 2.4236 -0.8060 0.4725 0.5 -0.2 1.0
O 1.9101 1.5195 1.5271 0.0 0.3 0.5
O 1.3007 -0.5456 3.0105 -0.4 -0.1 -1.3
C 2.4652 -0.3598 3.8123 0.4 0.9 0.6
H 2.1392 1.8290 -2.6442 -0.2 -0.6 0.3
H 1.0782 1.5266 -4.0382 -0.1 -0.1 0.4
H 0.5355 2.5414 -2.6992 -0.2 -0.2 0.1
H -0.0854 -2.1276 -2.5049 -0.5 -0.2 0.2
H -1.7044 -2.0011 -3.1717 -0.2 0.2 0.1
H -1.4620 -2.8993 -1.6454 0.2 0.5 -0.2
H -3.4219 -0.6153 -2.1380 0.5 0.2 0.6
H -3.0900 0.2423 -0.5671 -0.2 -0.4 -0.5
H -3.2060 -1.5165 -0.6494 0.1 -0.5 0.4
H -1.2236 0.9370 2.8787 -0.1 -0.7 -0.7
H -1.3247 -0.8279 2.5538 0.0 0.0 0.0
H -2.4640 0.3033 1.7134 1.2 -0.2 0.4
H -0.5693 2.5195 1.3272 0.2 -0.5 -0.7
H -1.6440 1.9326 0.0594 -0.3 -0.1 -0.2
H 0.1031 2.1212 -0.3170 -0.6 -0.1 0.7
H 3.4861 -0.5056 0.5827 -0.8 0.3 0.1
H 2.1052 -0.7034 -0.5306 -0.2 0.1 -1.2
H 2.3522 -1.8186 0.7706 -0.1 -1.3 0.0
H 3.3719 -0.2362 3.2025 -0.3 0.3 0.2
H 2.2998 0.5031 4.4980 0.3 -0.4 -0.8
H 2.6615 -1.2041 4.4602 -0.5 -0.5 -0.1



# 2
46
Properties=species:S:1:pos:R:3:forces:R:3 method="wB97M-V/def2-TZVPD" total_energy_ev=-52835.7447 charge=0
C -3.6353 -2.3439 3.4218 0.0 0.0 -0.3
N -3.8041 -1.1165 2.6332 -0.3 -0.7 -1.0
C -4.9315 -1.2576 1.7126 -0.3 -0.1 0.6
C -2.6046 -0.7631 2.0112 -1.6 0.6 -1.1
O -1.6384 -0.5633 2.6634 2.6 0.2 1.8
C -2.5081 -0.5990 0.5162 0.1 -0.8 -0.5
Si -0.7031 -0.6506 -0.0570 -1.1 1.2 0.7
C 0.0270 1.0686 0.2189 0.7 -0.4 -1.1
C 1.2255 1.4115 -0.6992 -0.9 0.1 1.1
O 0.6916 1.9626 -1.9184 0.5 -0.6 0.6
C 1.3141 1.6094 -3.0363 0.3 -0.4 0.4
O 1.0841 2.1378 -4.0586 -0.5 1.1 -2.1
O -0.7715 -1.1045 -1.6834 1.2 -0.4 0.8
Si 0.4300 -2.0945 -2.2667 -0.8 0.4 -0.9
C 0.5861 -3.7767 -1.3235 1.0 0.2 -1.7
F 1.2948 -3.6786 -0.1950 0.2 0.2 1.2
F -0.6044 -4.3299 -1.0799 -1.0 -0.3 0.6
C 1.3878 -4.7853 -2.2295 -0.9 1.3 0.4
F 1.9585 -4.1452 -3.2332 0.8 1.2 -1.2
F 0.5888 -5.6585 -2.7518 -1.3 -1.6 -0.7
F 2.3337 -5.3809 -1.5872 1.4 -1.2 1.3
H -4.5770 -2.5915 3.8880 -0.2 0.1 0.4
H -2.8461 -2.2437 4.1492 0.1 0.2 0.2
H -3.3857 -3.1785 2.7565 0.1 -0.1 0.0
H -5.2037 -0.2995 1.2953 0.0 0.2 -0.3
H -5.7886 -1.6150 2.2717 -0.2 0.1 0.2
H -4.7685 -1.9965 0.9307 0.1 0.0 -0.2
H -2.9928 -1.4435 0.0254 -0.2 0.0 -0.1
H -3.0027 0.2926 0.1406 -0.1 0.2 0.1
H 0.0257 -1.6488 0.7384 0.2 -0.2 -0.3
H 0.3697 1.1754 1.2415 -0.2 -0.1 0.3
H -0.7128 1.8324 0.0079 -0.3 0.1 0.2
H 1.8141 2.1768 -0.2033 0.2 0.0 -0.3
H 1.8466 0.5308 -0.8532 0.2 0.0 -0.5
H 2.0459 0.7948 -3.0177 0.1 -0.2 0.8
H 0.0706 -2.4141 -3.6564 -0.1 -0.1 0.1
H 1.7610 -1.4763 -2.2827 0.1 0.1 0.3
C 4.4915 5.6284 0.7278 0.0 -0.1 0.0
C 3.1685 5.0777 0.2307 0.1 0.0 0.3
O 2.9947 3.7157 0.6262 0.1 0.1 0.0
H 5.3200 5.0331 0.3427 0.0 0.0 -0.1
H 4.6272 6.6641 0.4136 0.0 0.0 0.0
H 4.5421 5.5870 1.8186 0.0 0.1 0.0
H 3.1282 5.1013 -0.8569 -0.1 -0.1 0.0
H 2.3344 5.6706 0.6182 0.0 0.1 -0.1
H 3.0169 3.6849 1.5894 0.0 0.0 -0.1



# 3
41
Properties=species:S:1:pos:R:3:forces:R:3 method="wB97M-V/def2-TZVPD" total_energy_ev=-30155.1641 charge=-1
N 1.5865 2.9993 3.1890 -0.2 0.2 -0.4
C 0.6778 2.7005 2.5169 0.1 -0.8 0.9
O -0.3135 2.2214 1.9081 0.4 0.5 -0.3
In -0.3941 2.9088 -0.1454 -0.6 0.8 -1.4
C 0.0629 1.2782 -1.5844 0.3 -0.4 0.8
C 1.5078 0.8799 -1.6769 0.0 0.2 -0.2
N 2.5275 1.6193 -1.5040 -0.1 0.0 -0.1
H 0.7070 4.2807 -0.3799 0.1 -0.3 0.4
H -2.0366 3.4969 -0.4623 0.1 -0.2 0.3
H -0.3167 1.5613 -2.5685 0.0 0.1 0.0
H -0.4980 0.3917 -1.2732 -0.2 0.0 -0.2
H 1.7150 -0.1590 -1.9501 0.1 -0.1 0.1
H 2.2133 2.5637 -1.2596 0.1 0.0 0.1
O 2.8298 -1.6538 0.1794 0.1 -0.1 0.1
C 3.1410 -1.0306 1.1580 -0.3 0.0 0.0
O 4.4104 -1.1543 1.6174 0.2 -0.1 -0.1
C 4.9175 -0.3541 2.6863 0.0 0.1 0.1
C 4.5379 -0.9053 4.0461 -0.1 -0.1 0.0
C 2.1582 -0.1887 1.9315 0.3 0.3 0.0
H 4.6155 0.6866 2.5635 -0.1 0.0 0.0
H 6.0006 -0.3850 2.5687 0.0 0.0 -0.1
H 3.4580 -0.9149 4.1879 0.0 0.1 0.0
H 4.9813 -0.3009 4.8385 0.0 0.0 0.0
H 4.8910 -1.9330 4.1466 0.1 0.0 0.0
H 1.5417 -0.8556 2.5348 0.0 0.0 0.0
H 1.5222 0.3563 1.2424 -0.1 -0.2 -0.2
H 2.6070 0.5598 2.5776 0.0 -0.1 0.1
O -4.6479 1.3416 -1.6628 -0.1 0.0 0.0
C -4.6006 0.1525 -1.7918 0.0 0.0 -0.1
O -3.4205 -0.4739 -1.6044 0.1 0.1 0.1
C -3.2693 -1.8910 -1.6046 0.0 -0.1 -0.1
C -3.1546 -2.4517 -3.0077 -0.1 0.1 -0.1
C -5.8101 -0.6508 -2.2226 -0.1 -0.2 0.3
H -4.0691 -2.3645 -1.0308 0.0 0.0 0.0
H -2.3427 -2.0724 -1.0621 0.0 0.1 0.0
H -4.0546 -2.2624 -3.5941 0.0 0.0 0.0
H -2.9865 -3.5290 -2.9750 0.0 0.0 0.0
H -2.3208 -1.9812 -3.5285 0.0 0.0 0.0
H -5.9299 -0.5425 -3.2998 0.0 0.0 0.0
H -6.6841 -0.2348 -1.7275 0.0 0.1 -0.1
H -5.7606 -1.7089 -1.9765 0.1 0.0 -0.1



# 4
34
Properties=species:S:1:pos:R:3:forces:R:3 method="wB97M-V/def2-TZVPD" total_energy_ev=-13243.5832 charge=+1
C -1.7315 -1.5841 -1.5184 0.7 -1.9 -1.5
C -0.9229 -0.9605 -0.7067 -0.5 0.8 0.5
C 2.8492 1.1062 -3.2686 -0.8 1.2 -0.8
C -0.9294 1.8863 0.4308 0.6 1.2 1.8
C -2.8371 0.4765 1.3995 -1.2 -0.5 0.2
C -0.0560 -1.9236 2.3307 -2.4 1.0 -2.3
C 1.5802 0.0337 1.7780 -1.8 -0.3 -2.0
C 1.9741 0.1631 -2.5363 0.1 1.1 -0.1
C -1.3241 0.6386 1.2735 -0.4 -0.7 -1.4
C 0.6316 -1.0529 1.2124 -0.8 -1.0 -1.0
C -0.6367 -0.5105 0.5333 1.1 0.3 1.3
N 0.7744 0.4430 -2.3050 -0.9 -1.9 1.4
H -2.4499 -2.3175 -1.1475 0.0 0.3 -0.2
H 3.3386 0.6649 -4.1002 0.6 -0.7 -0.7
H 2.3711 2.0526 -3.6875 0.1 -1.4 0.8
H 3.5860 1.4182 -2.5766 1.1 0.4 0.7
H -1.4223 2.8192 0.7939 0.1 -0.8 -0.2
H 0.1389 2.1026 0.5534 -0.1 -0.2 -0.1
H -1.1059 1.7982 -0.6260 -0.5 -0.3 -0.3
H -3.0659 -0.3940 2.1253 0.2 1.0 -1.6
H -3.3093 0.3663 0.3511 0.4 0.0 1.9
H -3.2824 1.3613 1.9462 0.6 -0.7 -0.9
H -1.1895 -1.9511 2.1288 1.4 0.1 0.5
H 0.0677 -1.6103 3.3154 0.4 0.8 1.6
H 0.2057 -2.9231 2.2203 0.8 -1.8 0.0
H 2.1319 -0.5365 2.4291 2.3 -1.0 1.3
H 2.1765 0.5706 0.9716 -0.9 -0.4 1.4
H 0.9157 0.5603 2.4565 0.5 1.2 -0.3
H 2.3539 -0.7150 -2.0223 0.3 -0.2 -0.4
H -1.3490 -1.7048 -2.5669 -1.1 0.5 0.8
H -0.9523 0.5308 2.2864 0.4 1.0 0.1
H 1.1208 -1.8063 0.5117 -0.4 1.2 0.7
H -0.0824 -0.2928 -1.3386 0.6 0.2 -0.2
H 0.4302 1.2907 -2.6471 -0.5 1.6 -1.0



# 5
36
Properties=species:S:1:pos:R:3:forces:R:3 method="wB97M-V/def2-TZVPD" total_energy_ev=-16780.7676 smiles="C=CCCCCCCCCC(=O)NN" charge=0
C 0.3628 2.8380 -4.2455 4.4 -2.9 -1.7
C 1.1826 1.8320 -3.7330 0.4 2.3 -3.9
C 1.0891 1.1097 -2.3530 -5.2 0.2 -8.7
C 2.2188 1.3847 -1.7356 9.1 4.6 8.1
C 2.1770 0.8208 -0.3223 0.0 -0.1 1.6
C 0.9914 1.4025 0.5839 0.1 -11.0 -1.4
C 1.1983 0.4646 2.0040 -1.4 3.9 1.9
C 1.0300 -1.0151 1.9905 -11.6 3.6 6.8
C -0.3827 -1.4895 1.3311 4.7 12.9 -1.5
C -1.4499 -0.8858 2.1304 -4.7 0.5 -2.2
C -2.6477 -1.5258 1.2681 -6.6 1.0 -2.4
O -3.4911 -1.0454 0.2198 6.0 -1.6 5.7
N -3.1627 -2.7106 1.8087 -2.5 3.6 -4.7
N -4.3721 -3.2310 1.1996 0.4 -2.4 -0.7
H 0.5658 3.3013 -5.3202 -0.7 -0.9 2.8
H -0.3821 3.0696 -3.5952 -2.7 1.4 1.1
H 2.1234 1.6657 -4.4695 -2.0 -0.3 2.1
H 1.0328 0.0882 -2.6766 -0.6 -1.0 0.4
H 0.1747 1.5261 -1.9850 -0.5 -0.3 0.9
H 3.3083 1.2229 -2.0027 -1.6 -0.6 -1.2
H 2.3657 2.5099 -1.4336 -0.7 -1.3 -1.1
H 3.1497 1.0093 0.2541 -1.2 -0.4 -0.9
H 2.0287 -0.2743 -0.4549 0.2 0.4 0.5
H -0.0012 1.0167 0.0591 1.7 1.9 1.6
H 1.2747 2.2476 0.9341 0.6 6.4 1.5
H 2.2944 0.5770 2.5579 -2.8 0.6 -1.6
H 0.3095 0.9495 2.7248 2.7 -1.1 -1.4
H 0.9952 -1.2648 3.1758 0.3 0.0 -2.8
H 1.7988 -1.2462 1.6096 10.2 -4.9 -5.4
H -0.2642 -1.2132 0.2353 -0.9 -0.2 1.3
H -0.2670 -2.3584 1.4426 0.5 -12.9 1.2
H -1.5954 -1.3199 3.1769 0.6 1.0 -1.3
H -1.6526 0.2651 1.9816 0.9 -2.3 0.7
H -2.7428 -3.2640 2.4694 0.9 -1.4 1.8
H -5.1251 -2.6178 0.8057 2.0 0.5 1.2
H -4.1353 -3.8396 0.3639 0.0 1.1 1.5



# 6
36
Properties=species:S:1:pos:R:3:forces:R:3 method="wB97M-V/def2-TZVPD" total_energy_ev=-25568.5026 smiles="CCCC[C@@H]1CNC(=S)N1CCCC" charge=0
C 4.8286 -0.3075 -0.1010 -1.8 7.0 -2.8
C 3.4953 0.0560 -0.5354 -4.1 3.1 -2.1
C 2.4946 -0.7370 0.1638 -4.5 -1.6 2.5
C 0.9514 -0.4877 -0.1839 -0.4 -1.7 0.1
C -0.2076 -1.4488 0.7581 3.0 2.2 -6.2
C -0.0788 -2.9814 0.0365 -6.7 7.8 4.3
N -1.5637 -2.9090 0.0231 4.4 -16.9 -4.0
C -2.3186 -1.9579 -0.1006 1.3 6.5 1.2
S -3.8365 -1.9869 -0.3365 -5.9 0.2 -1.3
N -1.5128 -0.9081 0.2009 0.8 0.0 3.0
C -2.0927 0.3444 0.7462 7.0 -2.2 -8.3
C -2.1584 1.0636 -0.5900 -1.1 6.5 -3.3
C -2.8640 2.5319 -0.2720 1.3 2.6 -2.0
C -1.8064 3.6263 0.3667 -15.9 -1.8 7.5
H 4.9285 -0.3361 0.8615 0.9 0.6 5.6
H 5.4442 0.2739 -0.7041 2.0 1.7 0.0
H 5.0260 -1.1341 -0.4339 2.0 -9.6 -3.3
H 3.1617 -0.0489 -1.7366 1.6 0.3 3.0
H 3.1924 1.1473 -0.2377 1.0 -1.5 -0.9
H 2.5147 -0.7721 1.3409 0.5 0.4 -2.0
H 2.5351 -1.7585 -0.1269 0.8 -1.4 -0.1
H 0.7579 -0.7385 -1.3846 0.2 1.0 3.3
H 0.6746 0.5034 0.1572 0.0 0.5 -0.8
H -0.0021 -1.2746 1.7838 -0.1 -0.3 1.1
H 0.4543 -2.8287 -0.7657 2.2 0.3 -4.7
H 0.3526 -3.4684 0.7652 1.6 -3.7 3.4
H -1.9293 -3.8469 -0.5572 0.6 3.1 2.4
H -1.3419 0.6756 1.3324 2.0 1.9 2.1
H -2.9670 0.4048 1.0551 -7.9 -0.8 3.7
H -2.8409 0.8410 -1.5676 1.5 -1.1 3.0
H -1.1436 1.3900 -1.1394 -1.9 -1.1 1.7
H -3.0845 3.1718 -1.2490 -0.3 -2.1 1.5
H -3.8205 2.4875 0.3716 1.6 0.0 -1.0
H -0.9905 3.6911 0.0318 11.4 1.4 -5.5
H -1.7613 3.1292 1.3373 0.9 0.4 0.5
H -2.4908 4.5934 0.6901 2.3 -2.0 -1.4